ORCA calculation (wB97M-V/def2-TZVPD) on a 14-piece molecular cluster, C28H61N14O23 overall in a non-equilibrium geometry.

Computed properties:
ΔE to the lowest compared entry with this formula, charge and spin = 268.69 kJ/mol
total charge = +1
LUMO = -4.62 eV

The geometry in XYZ format:
```
126
C28H61N14O23 | the OMol25 dataset | wB97M-V/def2-TZVPD
O -3.05 -4.87 0.57
O -0.65 -1.31 -4.13
O 4.24 2.36 -0.41
O 2.52 1.85 -3.52
O -3.44 -6.88 -0.08
O -3.07 -0.45 2.73
O 2.16 -0.24 -3.50
O -0.52 -2.44 -5.95
O -5.01 0.37 2.79
O 2.31 0.08 6.20
O 3.36 4.12 -1.28
O 6.74 -1.98 -1.36
O 0.03 -0.33 2.27
O 3.07 1.09 2.52
O -0.18 3.54 4.56
O 1.18 -4.64 -2.28
O -0.54 1.41 4.82
O -2.79 -3.20 4.40
O -1.36 -4.60 5.00
O 3.87 -0.86 1.80
O 6.35 -0.13 -0.23
O -0.43 -5.28 -3.58
O 3.15 -1.36 4.77
N -3.96 0.11 3.23
N -0.09 2.50 5.20
N -2.74 4.50 -1.42
N 5.97 -1.12 -0.96
N -1.09 -1.73 -5.07
N 4.23 3.18 -1.19
N -0.36 -0.22 1.08
N 2.01 0.87 -4.01
N 2.35 -0.92 5.55
N 0.61 -4.76 -3.42
N 3.94 0.23 2.41
N -1.01 5.40 -3.99
N -2.77 -5.94 0.14
N -2.53 -4.36 4.82
C -0.79 -2.66 1.40
C 0.40 2.57 6.61
C 0.77 1.45 -0.46
C -4.05 4.47 0.57
C 4.57 -1.21 -1.36
C -2.14 4.86 -4.60
C -3.99 4.07 -0.97
C -0.49 1.03 0.38
C 5.43 3.53 -1.90
C -2.12 3.32 -4.33
C 1.46 -4.45 -4.58
C 1.69 0.88 -5.48
C -2.02 0.10 -1.40
C -3.44 -5.45 4.54
C -1.91 1.17 -0.39
C -3.88 0.14 4.69
C -1.41 -6.09 -0.45
C -2.71 4.97 1.00
C 0.69 -1.83 -0.49
C 1.07 -1.65 5.37
C -1.91 4.98 -0.31
C -0.48 2.07 1.51
C -0.79 3.24 -3.61
C -0.09 4.56 -3.45
C -0.53 -1.45 0.39
C 5.34 0.75 2.55
C -2.45 -1.29 -5.48
C -1.87 -1.34 -0.67
H -1.65 -2.34 1.99
H -3.06 -6.39 4.24
H 0.77 -4.58 -5.53
H -2.17 -0.46 -6.09
H 0.57 -2.84 -0.81
H -1.36 0.26 -2.23
H 0.23 -0.99 5.41
H -2.95 0.22 -1.75
H 4.58 -1.51 -2.41
H 5.68 1.40 1.79
H -0.73 6.40 -3.85
H -3.40 -0.62 5.15
H -4.78 3.53 -1.46
H -2.79 2.45 -4.73
H -0.24 3.29 7.12
H -4.96 4.13 1.19
H 4.08 -1.82 -0.77
H -1.78 -2.01 -1.52
H 0.63 -2.27 6.32
H -3.02 -0.87 -4.77
H -2.84 5.61 -5.01
H -0.75 -6.19 0.26
H 0.43 1.50 7.26
H -4.26 -5.16 3.93
H 1.59 -3.38 -4.18
H 1.31 2.88 6.40
H -0.78 3.02 1.22
H -0.35 2.41 -3.29
H 0.84 5.01 -3.03
H -1.68 2.21 -0.93
H -1.18 -5.16 -0.82
H 2.63 0.87 -5.95
H -2.66 -2.24 -5.72
H -2.79 -1.46 0.06
H -1.12 2.05 2.36
H 6.24 3.67 -1.05
H 0.77 -1.19 -1.29
H 1.60 -1.51 0.03
H -1.30 -6.79 -1.10
H 1.29 0.02 -5.99
H 0.84 2.49 -0.50
H 6.06 -0.10 2.53
H 5.51 1.23 3.51
H -2.54 4.45 -2.33
H -1.00 5.21 -0.55
H 1.05 -2.26 4.79
H 0.65 2.25 1.72
H 5.73 2.66 -2.29
H -2.40 5.20 1.92
H -0.03 -2.79 2.11
H 3.92 -0.27 -1.15
H -2.68 1.41 0.31
H -3.88 -5.74 5.29
H 5.31 4.48 -2.59
H 1.60 1.28 0.25
H 2.22 -5.24 -4.69
H -3.66 1.18 5.05
H -5.07 -0.25 4.80
H 0.87 1.63 -5.64
H 1.00 0.83 -1.29
H -0.99 -3.53 0.81
```


ORCA calculation (wB97M-V/def2-TZVPD) on C28H64Br6Cl6O16P4 as an isolated structure in a non-equilibrium geometry.

Computed properties:
ΔE to the lowest compared entry with this formula, charge and spin = 350.15 kJ/mol
total charge = 0
LUMO = -0.67 eV

The geometry in XYZ format:
```
124
C28H64Br6Cl6O16P4 | the OMol25 dataset | wB97M-V/def2-TZVPD
Br 0.12 -6.45 3.21
Br -4.07 -9.24 -3.25
Br -1.94 -9.02 3.22
Br -2.92 -9.85 -6.33
Br -2.74 -12.17 -3.97
Br 0.75 -9.17 1.50
Cl -1.50 -5.63 -12.49
Cl 0.20 5.93 -2.56
Cl -2.31 7.11 -1.47
Cl -3.04 -3.83 -10.78
Cl -0.30 8.78 -2.71
Cl -3.28 -3.64 -13.70
P -8.47 6.99 8.73
P 6.10 -4.77 -10.17
P 1.52 -2.74 -2.40
P 0.56 4.10 6.24
O -7.37 8.05 9.29
O 0.73 4.92 7.65
O 0.72 -1.97 -1.16
O -7.57 5.98 7.84
O 3.02 -3.00 -1.75
O 4.92 -4.30 -10.93
O 1.81 -1.58 -3.48
O 0.76 -3.88 -2.96
O -0.70 3.13 6.66
O 6.93 -3.53 -9.48
O 5.75 -5.73 -8.96
O 1.86 3.10 6.14
O 0.32 4.94 5.03
O -8.83 6.15 10.09
O 7.25 -5.57 -11.09
O -9.67 7.63 8.08
C 1.56 -1.85 -4.86
C -7.76 5.51 10.83
C -0.51 7.37 -1.61
C 1.93 -0.61 -5.62
C -8.38 5.22 12.25
C -7.96 5.80 6.48
C -7.74 9.26 9.82
C -0.72 -0.24 -1.49
C 9.20 -6.77 -11.57
C 8.43 -5.97 -10.50
C -0.68 2.38 7.87
C 4.86 -3.20 -3.31
C 8.40 -1.60 -9.76
C -0.16 5.99 7.91
C -6.80 5.13 5.81
C 4.85 -6.79 -9.12
C -2.21 -4.01 -12.34
C 2.24 2.47 3.84
C -0.67 -7.95 2.13
C -0.62 -1.70 -1.23
C -7.62 9.29 11.42
C 5.25 -7.95 -8.21
C -2.65 -10.21 -4.31
C -0.96 5.82 9.15
C 1.83 2.02 5.27
C 3.79 -3.89 -2.51
C 7.23 -2.45 -10.33
C -1.22 0.94 7.62
H -6.67 4.11 6.16
H -8.89 5.24 6.49
H -1.08 -1.95 -0.27
H 7.59 -2.89 -11.26
H -6.93 5.00 4.73
H 4.38 -2.30 -3.70
H -1.83 5.32 8.71
H 8.64 -7.57 -12.06
H 4.80 -7.17 -10.14
H 1.06 0.04 -5.53
H -0.48 5.20 9.91
H 5.00 -7.69 -7.18
H -6.88 6.13 10.99
H 2.03 -0.89 -6.67
H 10.00 -7.34 -11.09
H -7.77 10.31 11.79
H -0.47 0.38 -0.62
H 4.63 -8.80 -8.49
H 0.57 -2.20 -5.16
H -8.60 6.09 12.87
H -1.19 -2.18 -2.04
H -2.30 0.97 7.71
H 0.03 7.57 -0.68
H -0.89 0.24 8.38
H 5.73 -2.99 -2.70
H 3.25 -4.56 -3.19
H -7.41 4.57 10.41
H 3.85 -6.45 -8.86
H 3.32 2.48 3.73
H -9.26 4.61 12.05
H -0.93 0.49 6.67
H 1.88 3.48 3.64
H 0.30 2.45 8.35
H 8.03 -1.16 -8.84
H -1.74 0.05 -1.75
H -7.64 4.65 12.80
H -0.84 6.21 7.08
H 8.58 -0.75 -10.42
H -1.45 -3.24 -12.39
H 9.52 -6.13 -12.38
H -1.71 -9.83 -3.91
H -1.35 2.78 8.63
H 6.26 -8.33 -8.33
H -1.22 -7.54 1.29
H 8.22 -6.43 -9.53
H -8.46 8.72 11.82
H 2.85 -0.09 -5.38
H 0.50 6.84 8.08
H 0.87 1.51 5.20
H -8.15 6.75 5.99
H -5.85 5.62 5.99
H 5.21 -3.82 -4.13
H -6.70 8.93 11.89
H -7.13 10.05 9.37
H -8.79 9.43 9.61
H 4.18 -4.55 -1.74
H 2.51 1.23 5.60
H -1.18 6.74 9.68
H 8.92 -5.02 -10.28
H 9.24 -2.27 -9.56
H 2.17 -2.72 -5.10
H 1.88 1.86 3.01
H 6.34 -1.90 -10.63
H -0.06 0.01 -2.32
```


ORCA calculation (wB97M-V/def2-TZVPD) on C28H64FeN8O13S as an isolated structure in a non-equilibrium geometry.

Computed properties:
ΔE to the lowest compared entry with this formula, charge and spin = 0.00 kJ/mol
total charge = 0
2S+1 = 5
LUMO (spin up / spin down) = -0.02 / -0.02 eV
⟨S²⟩ = 6.011

The geometry in XYZ format:
```
115
C28H64FeN8O13S | the OMol25 dataset | wB97M-V/def2-TZVPD
Fe 0.05 -0.78 0.52
S 1.03 -3.84 0.75
O 0.15 -2.68 0.65
O 2.26 4.32 -1.55
O -2.42 1.11 -3.39
O 1.62 0.01 1.55
O -0.03 1.16 -0.23
O -1.12 -0.24 2.12
O 0.78 -4.60 2.02
O -1.53 -1.15 -0.73
O -1.80 -5.35 1.19
O 0.55 -4.90 -0.10
O 2.43 -3.49 0.51
O 1.34 -0.93 -1.28
O 0.11 -1.99 4.78
N 2.35 -1.79 4.90
N -3.05 -3.68 2.12
N 3.76 0.77 2.04
N 2.06 -0.58 -3.36
N -2.73 0.94 3.19
N -3.52 1.24 -5.41
N -0.88 3.30 0.09
N -1.98 -2.57 -2.44
C -0.73 -3.41 -2.55
C 1.23 -2.25 4.32
C -0.47 2.21 -0.65
C -4.35 -3.01 2.15
C -2.53 1.52 -4.54
C 3.57 2.37 -1.56
C 2.51 3.19 -2.32
C -3.65 1.90 -6.70
C 3.14 4.41 -0.45
C 2.43 -0.87 6.04
C 4.52 -0.27 1.34
C 0.73 -0.30 -3.87
C 4.52 1.76 2.78
C 4.27 3.48 -0.88
C -3.03 1.74 4.43
C 2.28 -0.98 -2.11
C -2.33 -3.55 3.37
C -1.39 4.43 -0.67
C -0.80 3.36 1.56
C -1.61 0.22 3.16
C 2.41 0.80 2.13
C -2.74 -4.50 1.07
C 3.20 -0.58 -4.33
C -4.65 0.42 -4.85
C -3.12 -3.07 -3.22
C 3.60 -1.98 4.24
C -2.20 -1.52 -1.66
C -3.45 1.27 1.95
H 4.32 -2.33 4.98
H 2.00 1.49 2.88
H -3.55 1.19 -7.52
H -0.05 -3.28 -1.71
H -0.59 2.45 -1.72
H -4.54 1.25 1.90
H -1.76 2.15 -5.02
H 5.02 4.10 -1.36
H 3.91 2.54 3.23
H 3.12 1.69 -0.84
H -4.09 1.95 4.53
H 3.21 0.27 -5.02
H 1.45 -2.84 3.42
H 3.02 3.57 -3.20
H 5.11 2.30 2.04
H -1.34 -3.95 3.19
H -0.25 -3.14 -3.48
H 2.11 0.07 5.59
H -0.27 2.54 2.05
H -4.98 -3.45 2.93
H 0.58 0.74 -4.15
H 0.56 -0.91 -4.76
H 5.08 -0.83 2.09
H -3.14 2.30 1.76
H 1.60 2.67 -2.61
H 4.03 -1.01 4.00
H 3.41 -0.73 6.48
H -1.20 0.05 4.17
H 3.69 -2.54 3.31
H -0.27 4.28 1.79
H -2.84 1.10 5.29
H 4.16 -0.75 -3.83
H 4.79 3.04 -0.02
H 3.52 5.43 -0.34
H -2.79 -4.18 4.13
H -4.29 -0.02 -3.91
H -2.87 2.60 -6.99
H 2.60 4.12 0.45
H -4.94 -0.37 -5.54
H 4.24 1.79 -2.20
H -1.83 4.10 -1.61
H -3.32 -4.12 -3.01
H -0.91 -4.49 -2.57
H -4.59 2.42 -6.89
H -2.26 -2.50 3.65
H -2.45 2.66 4.46
H -3.50 -4.43 0.28
H -4.23 -1.93 2.27
H -4.76 -3.24 1.17
H 3.87 -0.99 0.84
H 3.05 -1.37 -5.06
H -2.25 5.00 -0.31
H -4.04 -2.58 -2.92
H -0.06 -0.51 -3.15
H -1.75 3.53 2.06
H -3.13 -0.97 -1.87
H 3.32 -1.26 -1.90
H 5.27 1.39 3.47
H -2.86 -3.00 -4.28
H 5.23 0.18 0.64
H 1.77 -1.27 6.81
H -3.09 0.65 1.12
H -5.46 1.09 -4.58
H -0.62 5.20 -0.75
```


ORCA calculation (wB97M-V/def2-TZVPD) on a 4-piece molecular cluster, C28H65BNO11 overall in a non-equilibrium geometry.

Computed properties:
total charge = +1
LUMO = -3.40 eV

The geometry in XYZ format:
```
106
C28H65BNO11 | the OMol25 dataset | wB97M-V/def2-TZVPD
O -6.11 3.01 -3.03
O 5.71 -3.35 6.50
O -4.20 2.32 -0.77
O 2.08 2.18 -6.46
O 3.48 -5.10 5.34
O -1.96 -4.08 1.59
O -6.51 0.41 -1.41
O 0.37 -3.07 -0.13
O 3.22 -2.07 5.19
O -1.77 -1.10 0.76
O 0.50 0.71 -4.98
N 2.90 3.20 -3.57
C 5.88 -4.48 5.64
C -1.36 0.12 1.35
C -4.69 3.00 -3.12
C -0.38 3.28 -2.16
C 1.08 6.13 -2.19
C -6.67 4.31 -3.07
C 0.29 -3.19 1.30
C -0.84 -2.71 -0.81
C 2.75 0.68 -2.70
C 2.23 -2.97 5.69
C -6.26 -0.97 -1.60
C 0.59 -0.39 -6.00
C 2.87 -4.22 6.29
C -2.70 -5.21 1.19
C 3.22 3.49 -2.12
C -5.52 2.27 -0.20
C 4.68 -4.63 4.70
C -1.31 -1.28 -0.58
C 0.69 3.67 -0.99
C 0.91 5.30 -0.78
C 6.18 -3.57 7.82
C -0.57 -4.36 1.80
C 2.13 2.84 -1.08
C -4.08 1.97 -2.15
C -6.13 0.87 -0.11
C 1.96 1.24 -1.38
C 2.88 -1.49 3.94
C 2.87 1.74 -3.95
B 1.74 1.51 -5.15
H 2.49 -2.23 3.25
H -6.28 -1.17 -2.68
H -1.97 0.95 0.96
H -0.61 -2.81 -1.88
H 1.53 -1.08 -5.81
H -7.04 0.91 0.50
H 0.00 -2.25 1.75
H 5.87 -4.55 8.20
H -6.18 2.98 -0.70
H 2.61 2.94 0.01
H -0.42 -4.49 2.87
H 6.01 -5.40 6.21
H 3.80 0.21 -2.41
H -0.30 0.32 1.15
H 0.99 5.49 -3.16
H -1.49 0.05 2.43
H 4.94 -5.40 3.96
H -0.27 -5.28 1.28
H -0.41 -1.03 -5.97
H -4.46 0.97 -2.34
H -2.18 -5.79 0.42
H 1.67 -2.44 6.46
H 0.20 3.31 0.04
H -6.12 5.00 -2.41
H -5.27 -1.26 -1.22
H -4.43 2.72 -4.15
H -2.91 -5.85 2.05
H 3.78 -1.06 3.51
H -5.40 2.65 0.83
H 5.74 -2.81 8.47
H 2.07 -4.81 6.75
H -7.04 -1.57 -1.11
H 4.26 2.95 -1.90
H -1.63 -3.44 -0.62
H -3.65 -4.86 0.76
H 0.83 0.86 -1.40
H 3.43 4.64 -1.93
H -7.70 4.26 -2.71
H -2.15 -1.05 -1.24
H -4.27 3.98 -2.91
H 3.92 1.51 -4.48
H 3.56 -3.98 7.09
H 7.27 -3.49 7.85
H 0.39 7.10 -2.23
H 3.68 3.65 -4.13
H 2.11 -0.24 -3.11
H 1.53 -3.26 4.90
H -1.36 3.93 -1.94
H 0.00 5.73 -0.15
H 2.14 -0.69 4.09
H 2.44 0.66 -0.45
H 0.69 0.04 -7.11
H -0.06 3.57 -3.25
H 6.79 -4.30 5.05
H -5.42 0.19 0.37
H -0.49 -0.59 -0.80
H 1.32 -3.38 1.63
H 4.49 -3.72 4.14
H -3.01 1.93 -2.35
H 1.88 5.50 -0.12
H 2.02 3.71 -3.89
H -6.67 4.69 -4.10
H -0.74 2.17 -2.17
H 3.10 2.15 -6.55
H 2.20 6.56 -2.19
```


Molar mass: 961.87; 1472.84; 808.77; 602.64 (u)